[1]
16
Properties=species:S:1:pos:R:3 method="wB97M-V/def2-TZVPD" spin_multiplicity=1 lumo_ev=0.740 gap_ev=10.27 de_lowest_ev=3.641 smiles="N[C@H](C=O)CCO" e_homo_ev=-9.5
N 1.6503 0.2220 -0.3324
C 0.5466 -0.3043 0.4024
C 0.0522 -1.7216 -0.0050
O 0.5239 -2.3799 -0.8881
C -0.9619 0.1027 -0.3113
C -1.1327 1.6160 -0.0444
O -0.5007 2.1103 1.1457
H 2.1223 -0.5313 -0.8271
H 1.3693 0.9029 -1.0251
H 0.8618 -0.4864 1.4334
H -0.6304 -2.0946 0.7804
H -1.8578 -0.3449 0.1022
H -0.7371 -0.0730 -1.3568
H -2.1741 1.9687 -0.0157
H -0.8055 2.3186 -0.8216
H -0.2332 1.2951 1.5862

[2]
52
Properties=species:S:1:pos:R:3 method="wB97M-V/def2-TZVPD" spin_multiplicity=5 s2=6.039 lumo_ev="4.611 / 2.997" total_charge=-2 gap_ev="4.68 / 6.25" de_lowest_ev=0.354 e_homo_ev="-0.1 / -3.3"
Ir -6.3011 -8.9679 11.3793
O -3.0100 -10.9900 12.9599
C -3.9327 -10.0932 12.7578
O -4.6751 -10.1138 11.5228
C -4.3785 -9.1229 13.7568
C -3.6642 -8.8303 14.9489
C -4.0884 -7.8504 15.7371
C -5.1924 -7.0105 15.3098
C -5.7882 -5.9559 16.1589
C -6.5752 -4.9748 15.5846
C -6.9472 -5.1464 14.2773
C -6.5521 -6.2196 13.3805
C -5.7490 -7.1861 13.9705
N -5.2468 -8.3010 13.3383
H -2.6766 -9.4316 15.2697
H -3.5496 -7.7249 16.6838
H -5.6252 -5.9857 17.2703
H -6.9538 -4.1442 16.1850
H -7.6112 -4.4386 13.8597
H -6.9024 -6.2793 12.3242
N -9.5431 -9.3906 12.3009
C -9.2939 -8.3673 11.4167
N -10.2107 -7.4861 11.0580
N -9.4929 -6.5754 10.2853
N -8.2613 -6.8975 10.1697
N -8.0553 -8.0109 10.9197
C -8.6268 -10.2422 12.9579
N -8.9325 -11.0043 14.0210
N -7.7190 -11.4427 14.4267
N -6.8021 -10.9807 13.6636
N -7.3257 -10.2163 12.7110
H -10.4557 -9.7887 12.3172
C -4.9325 -10.9502 7.7416
N -5.1302 -11.7912 8.9586
C -3.9422 -12.3059 9.6112
C -4.4671 -13.0659 10.7972
N -5.8824 -12.6565 10.7854
C -6.1937 -11.8856 9.6943
S -7.7652 -11.3183 9.3133
H -4.9248 -9.9370 7.9862
H -5.7880 -10.9918 7.1146
H -4.1710 -11.3790 7.1170
H -3.3490 -11.4480 9.9169
H -3.3812 -12.9145 8.8718
H -3.9971 -12.5924 11.6412
H -4.3004 -14.1434 10.8762
H -6.6521 -12.8569 11.3808
O -2.6756 -8.0428 11.4578
S -2.9720 -7.9634 10.0776
O -2.5507 -6.8099 9.3466
O -2.8969 -9.2137 9.3516
S -5.1932 -7.5427 10.0932

[3]
14
Properties=species:S:1:pos:R:3 method="wB97M-V/def2-TZVPD" spin_multiplicity=1 lumo_ev=0.898 gap_ev=10.85 de_lowest_ev=0.758 smiles="CC(=O)CCO" e_homo_ev=-10.0
C -2.0077 0.2302 -0.5407
C -0.7217 0.3129 0.2457
O -0.7164 0.4148 1.4582
C 0.5723 0.2055 -0.5403
C 1.7417 -0.1568 0.3675
O 1.5075 -1.3697 1.0478
H -1.9633 0.8039 -1.4720
H -2.1616 -0.8201 -0.8187
H -2.8476 0.5599 0.0725
H 0.4512 -0.5390 -1.3371
H 0.7510 1.1696 -1.0384
H 1.9210 0.6616 1.0770
H 2.6505 -0.2964 -0.2259
H 0.8231 -1.1766 1.7043

[4]
43
Properties=species:S:1:pos:R:3 method="wB97M-V/def2-TZVPD" spin_multiplicity=2 s2=0.751 lumo_ev="8.952 / 8.953" total_charge=-4 gap_ev="5.00 / 4.99" de_lowest_ev=0.000 e_homo_ev="4.0 / 4.0"
Cu -2.9997 -17.6645 3.4147
C -2.2110 -13.8916 2.0638
C -2.6329 -15.1947 1.3487
O -2.3123 -15.2756 0.1460
O -3.3732 -16.0011 1.9743
H -1.2158 -13.5750 1.7423
H -2.2049 -14.0690 3.1414
H -2.8864 -13.0782 1.7824
C 1.0753 -19.3441 2.4816
C -0.0508 -18.4002 2.0817
O -0.9744 -18.2432 2.9283
O -0.0301 -17.9223 0.9333
H 2.0523 -18.9315 2.1988
H 1.0201 -20.2684 1.9022
H 1.0806 -19.5619 3.5507
C -2.7087 -14.9552 6.7853
C -2.8777 -15.9606 5.6365
O -1.8416 -16.2731 4.9985
O -3.9979 -16.4753 5.4965
H -2.2378 -14.0822 6.3189
H -1.9755 -15.2961 7.5268
H -3.6075 -14.7490 7.3649
C -7.2696 -16.6632 3.7454
C -6.4922 -18.0025 3.7460
O -7.1209 -19.0354 4.0641
O -5.3182 -17.9242 3.3097
H -7.3752 -16.2919 4.7710
H -8.2448 -16.7491 3.2617
H -6.5962 -15.9658 3.2416
C -2.2252 -21.5680 6.0437
C -3.2792 -20.9361 5.1003
O -3.1315 -19.7275 4.7925
O -4.2871 -21.6332 4.8665
H -1.3167 -21.6912 5.4412
H -2.5085 -22.4848 6.5570
H -1.9823 -20.7806 6.7675
C -1.7155 -21.3366 1.2064
C -3.1564 -20.8512 1.3853
O -3.3763 -19.6837 1.7655
O -4.0533 -21.7096 1.1330
H -1.2501 -21.5499 2.1756
H -1.1110 -20.5449 0.7478
H -1.5657 -22.2332 0.5953

[5]
11
Properties=species:S:1:pos:R:3 method="wB97M-V/def2-TZVPD" spin_multiplicity=1 lumo_ev="-0.106 / -0.469" gap_ev="7.75 / 7.69" de_lowest_ev=0.309 smiles="ClC1=C(Cl)C(Br)=CC1" e_homo_ev="-7.9 / -8.2"
Cl -1.2067 -2.6923 -0.2581
C -0.5161 -1.1805 -0.3566
C 1.0906 -0.7523 0.4695
Cl 2.3242 -1.8310 0.7764
C 1.0088 0.6338 0.4208
Br 2.4297 1.7409 1.0232
C -0.1609 1.1660 -0.0344
C -1.1434 0.1409 -0.4745
H -0.3465 2.2174 -0.1454
H -2.0720 0.2198 0.1000
H -1.4077 0.3374 -1.5209

[6]
11
Properties=species:S:1:pos:R:3 method="wB97M-V/def2-TZVPD" spin_multiplicity=1 lumo_ev=-0.984 gap_ev=8.25 de_lowest_ev=7.347 e_homo_ev=-9.2
C -0.6251 0.2178 -0.2569
C 1.4642 -0.5356 0.2138
H -0.6593 -0.9275 -2.1612
H 2.4446 -1.2025 0.0819
H -1.5390 1.0884 1.4702
N -1.4193 0.7902 -1.1374
N 0.2754 -0.7925 -0.4206
N 1.5744 0.1823 1.5230
N 0.3317 0.4315 2.0105
N -0.5431 0.6126 1.1615
O -1.3044 0.1353 -2.4848

[7]
18
Properties=species:S:1:pos:R:3 method="wB97M-V/def2-TZVPD" spin_multiplicity=1 lumo_ev=3.886 total_charge=-1 gap_ev=7.24 de_lowest_ev=0.067 e_homo_ev=-3.4
C 0.6447 -1.1713 0.2562
C 0.3454 -0.3939 -0.9419
C 0.1174 -0.1586 1.0591
C -0.2966 0.7369 -0.0846
C 1.2026 -2.5829 0.3564
C 0.3828 2.0694 -0.2310
C -1.8436 0.9098 -0.2335
O 0.5900 -0.4537 -2.1312
O -0.0144 0.0305 2.2887
H 1.2672 -3.1155 -0.6054
H 0.6401 -3.3882 1.0778
H 2.1045 -2.4965 0.8665
H -0.3905 2.8027 0.0642
H 0.5153 2.1438 -1.2953
H 1.3435 2.3435 0.3222
H -2.0892 1.3072 0.7246
H -2.3146 -0.0043 -0.3305
H -2.2047 1.4213 -1.1622

[8]
118
Properties=species:S:1:pos:R:3 method="wB97M-V/def2-TZVPD" spin_multiplicity=1 lumo_ev=-2.612 total_charge=+1 gap_ev=8.16 e_homo_ev=-10.8
C 2.8091 3.1241 2.7705
C 1.2217 3.1985 2.9649
C 0.4233 3.5189 1.5867
O -0.6748 2.5686 1.5404
C -1.4875 2.7868 0.3565
N -2.2926 1.5136 0.1295
C -3.7375 1.7606 -0.1885
B -4.0663 2.7594 -1.4271
O -3.1630 3.4732 -2.2561
O -5.4712 3.0110 -1.6916
C -4.6483 0.4434 -0.2905
C -3.9063 -0.8912 -0.7870
S -4.6676 -2.2751 0.2544
C -4.2171 -1.0523 -2.3652
C -4.8896 -2.4405 -2.7902
C -6.5087 -2.4560 -2.6401
I -4.5395 -2.6039 -4.9774
C -2.3252 -0.9371 -0.4327
C -1.5454 -2.1786 -1.0654
C -1.3814 -3.3429 0.0649
C 0.1253 -3.3426 0.6888
C 1.1293 -4.1910 -0.2197
O 1.4653 -5.5034 0.3469
C 0.2804 -6.2014 0.7094
O 0.1841 -6.6706 1.8554
C -1.5961 0.4903 -0.6943
F -1.5909 0.6925 -2.0940
O -0.2237 0.2766 -0.2753
C 0.7282 0.7651 -1.2574
C 2.2019 0.7682 -0.5669
C 2.4459 -0.4669 0.4154
C 3.3527 0.9513 -1.6818
C 3.7116 -0.3902 -2.4791
C 4.8932 -1.1958 -1.7023
C 4.3681 0.0606 -3.8963
H 3.2783 3.3521 3.7988
H 3.2352 3.8759 2.0332
H 3.1277 2.0403 2.5440
H 0.8883 2.1429 3.2898
H 0.8894 3.8878 3.8211
H -0.0490 4.5597 1.7016
H 1.1359 3.4368 0.7035
H -2.1691 3.6706 0.6501
H -0.8811 3.0967 -0.5528
H -2.3100 1.0977 1.0928
H -4.1390 2.3194 0.7430
H -2.2585 3.1058 -2.2610
H -5.9772 2.9140 -0.8486
H -5.0259 0.2225 0.7798
H -5.5872 0.5612 -0.9204
H -4.1042 -3.4803 -0.1459
H -4.8651 -0.2036 -2.7919
H -3.2293 -0.9880 -2.9573
H -4.3936 -3.3679 -2.3598
H -6.7132 -3.1297 -1.7269
H -6.9126 -1.4215 -2.4021
H -7.0174 -2.9602 -3.5222
H -2.2748 -1.0730 0.7140
H -2.1168 -2.6976 -1.9225
H -0.5149 -1.9422 -1.4821
H -2.0722 -3.1890 0.9571
H -1.5730 -4.3750 -0.3795
H 0.0641 -3.7110 1.7792
H 0.3990 -2.2289 0.7723
H 0.6629 -4.2936 -1.2714
H 2.1385 -3.6734 -0.3907
H -0.6116 -6.3086 0.0047
H 0.8470 0.0737 -2.1727
H 0.5621 1.8603 -1.5687
H 2.2497 1.7155 0.0819
H 1.7599 -0.3178 1.3263
H 2.2805 -1.4841 -0.0896
H 3.5366 -0.4167 0.7790
H 3.0267 1.7378 -2.4547
H 4.2723 1.3759 -1.1309
H 2.7970 -1.0406 -2.6872
H 5.7724 -1.3917 -2.4005
H 4.4250 -2.1559 -1.2901
H 5.3012 -0.5276 -0.8615
H 5.0555 0.9638 -3.6969
H 5.0166 -0.7763 -4.3238
H 3.5633 0.2958 -4.6794
C -10.1181 -4.4362 -3.7790
O -9.2275 -3.6106 -3.6844
N -9.9685 -5.7004 -4.2607
C -11.0790 -6.6281 -4.3428
C -8.6577 -6.1324 -4.7057
H -11.1507 -4.2106 -3.4693
H -10.8519 -7.5098 -3.7383
H -11.2183 -6.9255 -5.3850
H -11.9983 -6.1699 -3.9758
H -7.9535 -6.0574 -3.8733
H -8.3179 -5.4765 -5.5110
H -8.6954 -7.1618 -5.0626
C 6.4535 3.0309 -0.0018
O 5.2909 2.6713 -0.0989
N 7.0079 3.5956 1.1028
C 8.3994 3.9984 1.1446
C 6.1798 3.8010 2.2762
H 7.1651 2.9191 -0.8350
H 8.9041 3.4522 1.9453
H 8.4534 5.0715 1.3437
H 8.8965 3.7849 0.1975
H 5.7880 2.8373 2.6104
H 5.3405 4.4475 2.0126
H 6.7573 4.2597 3.0776
C 6.2013 4.7705 5.7403
O 5.1265 4.9254 5.1885
N 6.3876 4.1512 6.9375
C 7.7018 4.0055 7.5314
C 5.2358 3.6207 7.6412
H 7.1396 5.1358 5.2920
H 7.9168 2.9423 7.6640
H 7.7103 4.5041 8.5037
H 8.4690 4.4491 6.8954
H 4.7393 2.8801 7.0094
H 4.5342 4.4331 7.8446
H 5.5415 3.1567 8.5791

| no. | energy (eV) |
| --- | --- |
| 1 | -9876.4194 |
| 2 | -80297.1754 |
| 3 | -8372.5233 |
| 4 | -81937.3171 |
| 5 | -100317.2050 |
| 6 | -11613.4825 |
| 7 | -11499.8743 |
| 8 | -82031.8413 |